Entry i
# C36H90N6O12

6 unconnected molecules or ions with the total composition C36H90N6O12 (ωB97M-V/def2-TZVPD, the OMol25 dataset).

Last column: Löwdin charge in e.
Element x y z (Å)
C: -9.0360 -13.8900 -3.8512  -0.141
O: -9.5604 -14.8936 -4.6560  -0.217
C: -10.3964 -14.3914 -5.7604  -0.162
C: -10.5886 -15.5212 -6.8406  -0.170
N: -9.3133 -15.7700 -7.5175  -0.082
C: -9.1485 -14.9733 -8.6796  -0.209
C: -7.9316 -15.3986 -9.5705  -0.206
O: -8.0008 -14.7366 -10.8067  -0.186
C: -7.4108 -15.4740 -11.8170  -0.136
H: -9.7808 -13.1402 -3.5846  0.086
H: -8.0507 -13.5608 -4.1813  0.092
H: -9.0601 -14.4425 -2.9119  0.090
H: -9.9085 -13.4967 -6.1471  0.106
H: -11.3782 -14.1947 -5.3297  0.115
H: -11.3392 -15.2203 -7.5714  0.090
H: -10.9572 -16.4102 -6.3288  0.110
H: -8.5544 -15.7772 -6.8510  0.114
H: -8.9373 -13.9987 -8.2396  0.109
H: -10.0221 -14.9476 -9.3310  0.101
H: -7.9155 -16.4874 -9.6196  0.117
H: -7.0121 -15.1527 -9.0392  0.120
H: -7.6049 -16.5460 -11.8511  0.092
H: -6.3365 -15.4482 -11.6344  0.085
H: -7.4953 -14.9417 -12.7645  0.082
C: -14.3527 -21.6151 -5.9446  -0.139
O: -14.0892 -20.2494 -6.1835  -0.195
C: -13.2755 -19.8856 -7.4093  -0.124
C: -14.0795 -19.9580 -8.7747  -0.220
N: -13.3001 -19.5803 -9.9479  -0.072
C: -12.8105 -18.2176 -9.9484  -0.204
C: -13.9199 -17.1038 -9.8636  -0.186
O: -13.7221 -16.0395 -10.7834  -0.175
C: -12.6556 -15.1941 -10.5659  -0.144
H: -15.0608 -21.7483 -5.1267  0.085
H: -13.4733 -22.2326 -5.7615  0.082
H: -14.8735 -22.0982 -6.7712  0.072
H: -12.4105 -20.5468 -7.4608  0.112
H: -12.7824 -18.9141 -7.4443  0.090
H: -15.0151 -19.4232 -8.6111  0.107
H: -14.4084 -20.9911 -8.8862  0.104
H: -13.8651 -19.8565 -10.7381  0.111
H: -12.4736 -18.0911 -10.9773  0.116
H: -11.9644 -18.0018 -9.2959  0.110
H: -13.8881 -16.7585 -8.8302  0.114
H: -14.8685 -17.5432 -10.1722  0.124
H: -12.7514 -14.2330 -11.0711  0.088
H: -11.7679 -15.6575 -10.9966  0.082
H: -12.3911 -14.9647 -9.5337  0.062
C: -6.3750 -1.7147 -15.9375  -0.107
O: -6.3081 -2.4297 -17.2015  -0.222
C: -7.3206 -1.8853 -18.1451  -0.170
C: -6.6480 -2.1712 -19.5480  -0.162
N: -7.3241 -1.4849 -20.7451  -0.075
C: -8.6515 -1.9900 -20.9899  -0.223
C: -9.1858 -1.6964 -22.4069  -0.259
O: -10.3278 -2.4412 -22.6821  -0.172
C: -10.7445 -2.2754 -24.0656  -0.092
H: -5.4778 -1.9207 -15.3540  0.081
H: -7.3124 -1.8979 -15.4123  0.082
H: -6.2585 -0.6340 -16.0190  0.075
H: -7.4589 -0.8075 -18.0595  0.115
H: -8.2533 -2.4432 -18.0608  0.110
H: -6.5352 -3.2446 -19.7003  0.101
H: -5.6098 -1.8724 -19.4030  0.106
H: -6.7342 -1.3897 -21.5593  0.096
H: -9.3417 -1.6191 -20.2322  0.120
H: -8.5820 -3.0778 -20.9844  0.116
H: -8.3759 -1.8844 -23.1117  0.119
H: -9.4650 -0.6471 -22.5019  0.120
H: -10.2458 -2.8100 -24.8740  0.077
H: -10.7170 -1.2214 -24.3420  0.084
H: -11.6929 -2.7883 -24.2256  0.083
C: -11.3600 -11.4904 -8.9716  -0.112
O: -11.7752 -10.2392 -9.4851  -0.208
C: -10.9209 -9.1711 -9.0824  -0.184
C: -11.8596 -7.9075 -9.0378  -0.205
N: -12.9226 -8.0541 -8.0420  -0.065
C: -13.7581 -6.8717 -8.0693  -0.189
C: -14.7535 -6.9687 -6.7345  -0.127
O: -15.8269 -5.9906 -6.8887  -0.224
C: -15.4468 -4.6777 -6.6121  -0.144
H: -10.9302 -11.3847 -7.9755  0.079
H: -10.5599 -11.9820 -9.5249  0.068
H: -12.2031 -12.1767 -9.0511  0.087
H: -10.0719 -9.0672 -9.7580  0.115
H: -10.5466 -9.3946 -8.0834  0.109
H: -12.1652 -7.6927 -10.0618  0.098
H: -11.2617 -7.0141 -8.8580  0.105
H: -13.5445 -8.8379 -8.1801  0.111
H: -14.3791 -6.7410 -8.9556  0.114
H: -13.1533 -5.9733 -7.9460  0.098
H: -14.2056 -6.5999 -5.8673  0.100
H: -15.1382 -7.9517 -6.4630  0.110
H: -16.2620 -4.0298 -6.9344  0.084
H: -14.6151 -4.2943 -7.2031  0.084
H: -15.4725 -4.5549 -5.5294  0.090
C: -10.1258 -13.1446 -12.8320  -0.073
O: -10.3986 -11.8836 -13.4667  -0.194
C: -10.1905 -10.7665 -12.6625  -0.246
C: -10.4243 -9.5285 -13.5080  -0.149
N: -9.2477 -9.4226 -14.4980  -0.077
C: -9.1600 -8.2497 -15.3821  -0.195
C: -7.7458 -8.2347 -16.0221  -0.209
O: -7.7554 -7.1080 -16.9037  -0.220
C: -6.5426 -6.3015 -16.9086  -0.076
H: -10.4985 -13.2120 -11.8099  0.063
H: -9.0569 -13.3435 -12.9084  0.073
H: -10.7333 -13.9237 -13.2927  0.089
H: -9.1153 -10.8310 -12.4952  0.124
H: -10.7965 -10.7877 -11.7567  0.104
H: -10.3801 -8.6412 -12.8764  0.096
H: -11.3680 -9.4042 -14.0392  0.114
H: -9.2028 -10.2141 -15.1238  0.095
H: -9.3600 -7.3959 -14.7347  0.112
H: -9.8844 -8.3793 -16.1862  0.115
H: -7.5710 -9.0963 -16.6665  0.116
H: -6.9119 -8.1773 -15.3226  0.112
H: -5.8237 -6.7888 -17.5672  0.083
H: -6.1253 -6.1793 -15.9090  0.078
H: -6.7899 -5.2863 -17.2191  0.069
C: -14.1647 2.7234 -13.3538  -0.099
O: -13.5179 1.5621 -13.8477  -0.209
C: -13.6368 0.4204 -13.0735  -0.234
C: -13.3072 -0.7954 -13.9482  -0.207
N: -13.0356 -1.9308 -13.1051  -0.081
C: -12.1799 -2.9155 -13.7648  -0.225
C: -12.1227 -4.2895 -13.1874  -0.248
O: -11.5105 -4.0928 -11.9590  -0.184
C: -11.3618 -5.1889 -11.1081  -0.109
H: -15.2412 2.6851 -13.5201  0.083
H: -13.7355 3.3510 -14.1349  0.094
H: -13.9486 2.9876 -12.3186  0.089
H: -14.6979 0.4102 -12.8244  0.121
H: -13.0121 0.4543 -12.1809  0.124
H: -12.4138 -0.5564 -14.5252  0.116
H: -14.1008 -1.1548 -14.6033  0.124
H: -12.5092 -1.6688 -12.2840  0.097
H: -11.1582 -2.5369 -13.7355  0.124
H: -12.6433 -2.9963 -14.7481  0.123
H: -11.5399 -4.9919 -13.7833  0.121
H: -13.1539 -4.6403 -13.2298  0.128
H: -11.0735 -6.0612 -11.6947  0.079
H: -12.3010 -5.2893 -10.5640  0.084
H: -10.5321 -5.0598 -10.4131  0.091

As for the net charge: 0. As for the HOMO-LUMO gap: 9.1 eV. The HOMO energy comes out at -8.470 eV. Its lowest unoccupied orbital energy is 0.613 eV.

Entry ii
# C36H90N6O12

6 unconnected molecules or ions with the total composition C36H90N6O12 (ωB97M-V/def2-TZVPD, the OMol25 dataset).

Last column: Löwdin charge in e.
Element x y z (Å)
C: 11.4046 -13.5430 6.7672  -0.075
O: 11.5412 -14.4299 5.5698  -0.205
C: 12.2628 -15.6862 5.8917  -0.189
C: 13.0588 -16.3454 4.7268  -0.192
N: 12.3176 -16.9043 3.6045  -0.055
C: 11.0985 -17.5767 3.9858  -0.223
C: 10.2655 -17.7505 2.7643  -0.180
O: 8.8269 -17.8923 3.0018  -0.187
C: 7.9293 -17.4787 2.0361  -0.154
H: 10.9974 -14.1350 7.5868  0.075
H: 10.5671 -12.8519 6.6721  0.076
H: 12.3365 -13.0260 6.9960  0.082
H: 11.6730 -16.3898 6.4793  0.112
H: 13.0898 -15.3663 6.5256  0.105
H: 13.8215 -16.9836 5.1730  0.100
H: 13.6765 -15.5452 4.3189  0.107
H: 12.9474 -17.5034 3.0901  0.030
H: 10.4841 -17.1042 4.7522  0.123
H: 11.3648 -18.5412 4.4181  0.116
H: 10.6219 -18.5388 2.1012  0.124
H: 10.3712 -16.7822 2.2752  0.120
H: 7.5514 -18.3611 1.5197  0.074
H: 8.1907 -16.9164 1.1396  0.085
H: 7.1177 -17.0411 2.6175  0.089
C: 19.4666 -11.8268 -1.9700  -0.076
O: 19.3944 -12.7376 -0.8565  -0.196
C: 18.3067 -13.5902 -0.7945  -0.243
C: 18.4360 -14.7016 -1.8801  -0.173
N: 17.2946 -15.6369 -1.8410  -0.068
C: 17.4313 -16.7182 -2.6724  -0.262
C: 16.8386 -18.0058 -1.9811  -0.174
O: 17.1231 -18.0888 -0.5814  -0.222
C: 18.4482 -18.5492 -0.1878  -0.069
H: 20.5278 -11.6999 -2.1840  0.089
H: 18.9235 -10.9233 -1.6925  0.088
H: 19.0482 -12.2438 -2.8860  0.073
H: 17.3357 -13.0956 -0.7686  0.119
H: 18.3149 -14.0407 0.1980  0.114
H: 19.3765 -15.1461 -1.5547  0.111
H: 18.6921 -14.3800 -2.8896  0.111
H: 17.2274 -16.0675 -0.9298  0.094
H: 18.4776 -16.9731 -2.8412  0.105
H: 16.9855 -16.5018 -3.6432  0.119
H: 17.0813 -18.9814 -2.4024  0.118
H: 15.7655 -17.9834 -2.1710  0.114
H: 19.2332 -17.8668 -0.5137  0.082
H: 18.8347 -19.5165 -0.5091  0.085
H: 18.4770 -18.6693 0.8952  0.068
C: 25.4325 -28.0168 -0.7684  -0.105
O: 24.2273 -28.1694 -0.0244  -0.192
C: 23.5504 -26.9527 0.3051  -0.221
C: 24.2879 -26.2775 1.4570  -0.184
N: 23.7174 -24.9101 1.8174  -0.052
C: 22.3305 -24.9568 2.2471  -0.247
C: 21.9982 -23.6518 2.9514  -0.209
O: 22.6055 -23.3596 4.1886  -0.172
C: 22.5252 -24.1704 5.2168  -0.179
H: 25.3908 -27.1416 -1.4167  0.086
H: 25.6099 -28.9764 -1.2542  0.090
H: 26.2963 -27.7752 -0.1491  0.075
H: 22.5609 -27.1916 0.6949  0.115
H: 23.4085 -26.2769 -0.5382  0.122
H: 25.3204 -25.9562 1.3202  0.110
H: 24.3658 -27.0210 2.2503  0.116
H: 24.0231 -24.5859 2.7238  0.088
H: 22.1789 -25.7929 2.9299  0.119
H: 21.7952 -25.0140 1.2994  0.122
H: 20.9177 -23.6295 3.0929  0.106
H: 22.2284 -22.9223 2.1749  0.126
H: 22.7930 -23.6699 6.1474  0.097
H: 23.0705 -25.1142 5.2263  0.088
H: 21.4768 -24.4685 5.2307  0.097
C: 20.9196 -21.1112 9.0823  -0.081
O: 19.6033 -20.6146 8.8129  -0.213
C: 19.4250 -19.3413 8.2050  -0.242
C: 17.9862 -19.1490 7.7430  -0.163
N: 17.6745 -17.7859 7.1340  -0.060
C: 18.4387 -17.5754 5.8982  -0.183
C: 18.2725 -16.2116 5.0899  -0.157
O: 16.9856 -16.1028 4.4339  -0.228
C: 16.8984 -15.3966 3.2102  -0.103
H: 20.9838 -22.1907 9.2195  0.082
H: 21.1808 -20.5579 9.9844  0.090
H: 21.5064 -20.9608 8.1762  0.078
H: 20.1431 -19.3706 7.3856  0.098
H: 19.8334 -18.5046 8.7718  0.122
H: 17.3141 -19.3818 8.5690  0.118
H: 17.8583 -19.9833 7.0532  0.105
H: 16.7040 -17.6038 6.9214  0.091
H: 18.1580 -18.4524 5.3149  0.087
H: 19.4740 -17.6991 6.2160  0.102
H: 19.0022 -16.2547 4.2813  0.100
H: 18.7539 -15.3566 5.5646  0.115
H: 17.1951 -16.1148 2.4458  0.078
H: 17.6379 -14.6002 3.2939  0.086
H: 15.8953 -15.0056 3.0394  0.085
C: 14.3434 -24.6700 4.8312  -0.087
O: 14.2242 -25.1709 6.1651  -0.172
C: 12.8828 -25.1985 6.5993  -0.267
C: 12.6093 -26.0178 7.8359  -0.199
N: 13.2163 -25.2654 8.9970  -0.053
C: 13.0314 -26.1154 10.1990  -0.205
C: 12.9931 -25.2702 11.5050  -0.207
O: 13.0355 -26.1066 12.6375  -0.206
C: 12.2664 -25.7044 13.7411  -0.122
H: 15.2269 -25.0779 4.3400  0.086
H: 14.4803 -23.5918 4.9130  0.072
H: 13.5104 -24.9836 4.2020  0.084
H: 12.2978 -25.5699 5.7579  0.105
H: 12.3580 -24.2587 6.7708  0.123
H: 13.1332 -26.9736 7.8297  0.111
H: 11.5739 -26.3579 7.8166  0.121
H: 14.2157 -25.1926 8.8707  0.103
H: 13.8108 -26.8739 10.1265  0.114
H: 12.1534 -26.7538 10.1003  0.110
H: 12.1232 -24.6143 11.4722  0.120
H: 13.9247 -24.7171 11.6247  0.121
H: 11.2490 -25.9828 13.4664  0.084
H: 12.2829 -24.6334 13.9430  0.083
H: 12.4833 -26.2258 14.6734  0.085
C: 20.9124 -20.2300 3.3928  -0.143
O: 19.5555 -20.2786 3.4434  -0.213
C: 18.9005 -21.4570 2.8279  -0.174
C: 17.4705 -20.9828 2.6141  -0.187
N: 16.8960 -20.8228 3.9960  -0.029
C: 15.4600 -20.7470 4.2015  -0.173
C: 14.8665 -19.3604 3.7183  -0.150
O: 14.9171 -19.4041 2.2660  -0.196
C: 14.6056 -18.1699 1.6384  -0.085
H: 21.1163 -19.2065 3.7077  0.092
H: 21.2650 -20.4499 2.3851  0.085
H: 21.3314 -20.9450 4.1008  0.082
H: 18.9466 -22.3647 3.4296  0.113
H: 19.3063 -21.6884 1.8430  0.111
H: 17.0497 -21.7518 1.9663  0.121
H: 17.4373 -20.0980 1.9783  0.087
H: 17.2824 -19.9054 4.1664  0.063
H: 15.1602 -20.8652 5.2428  0.106
H: 15.0361 -21.5840 3.6468  0.105
H: 15.4010 -18.4834 4.0833  0.104
H: 13.7996 -19.1899 3.8628  0.099
H: 13.5786 -17.8910 1.8745  0.057
H: 14.8430 -18.2173 0.5756  0.088
H: 15.1216 -17.2978 2.0401  0.076

As for the net charge: 0. As for the HOMO-LUMO gap: 9.2 eV. The HOMO energy comes out at -8.657 eV. Its lowest unoccupied orbital energy is 0.541 eV.

Q: Which of them is the least stable? A: entry ii.

Entry i
# C8H10O3

A single C8H10O3 molecule (ωB97M-V/def2-TZVPD, the OMol25 dataset).

Last column: Löwdin charge in e.
Element x y z (Å)
C: 3.5921 0.2498 -0.0609  -0.093
O: 2.5971 -0.7807 0.0467  -0.113
C: 1.2619 -0.4151 0.0072  -0.272
C: 0.7931 0.8712 0.0672  0.032
C: -0.6014 1.0733 0.0186  -0.259
O: -1.0271 2.3943 0.0118  0.054
C: -1.5079 0.0381 -0.0110  -0.163
C: -2.9618 0.3352 -0.0131  -0.039
C: -0.9822 -1.2930 0.0012  -0.265
O: -1.9151 -2.2652 -0.0197  0.073
C: 0.3825 -1.5184 0.0871  0.047
H: 4.6002 -0.2634 -0.3378  0.112
H: 3.3364 0.9121 -0.8901  0.077
H: 3.7802 0.7975 0.9458  0.117
H: 1.4019 1.7913 0.0274  0.127
H: -1.9905 2.3430 0.0326  0.072
H: -3.5734 -0.5369 -0.0651  0.068
H: -3.2875 0.9783 -0.8387  0.090
H: -3.2155 0.9081 0.9275  0.112
H: -1.4841 -3.1115 -0.0873  0.105
H: 0.8009 -2.5079 0.1506  0.119

As for the net charge: 0. As for the HOMO-LUMO gap: 8.9 eV. The HOMO energy comes out at -8.184 eV. Its lowest unoccupied orbital energy is 0.735 eV.

Entry ii
# C8H10O3

A single C8H10O3 molecule (ωB97M-V/def2-TZVPD, the OMol25 dataset).

Last column: Löwdin charge in e.
Element x y z (Å)
C: -1.9510 -0.8661 -0.6560  -0.123
C: -0.8794 -0.8679 0.5952  -0.379
C: -0.8890 -2.4335 1.1842  -0.121
C: 0.6739 -0.5637 0.1677  -0.131
C: 1.0009 0.9990 -0.2045  -0.047
C: 0.2548 2.0328 -0.9715  0.110
C: 1.2981 3.3016 -0.9160  -0.208
O: 1.4535 4.3374 -1.7561  0.016
O: 2.1512 3.0633 0.2937  -0.004
C: 2.4411 1.6024 0.2957  -0.183
O: 3.5545 0.9483 0.6525  0.029
H: -2.1007 0.1758 -1.1684  0.057
H: -1.7133 -1.7071 -1.4575  0.097
H: -3.0085 -1.1691 -0.1952  0.091
H: -1.2939 -0.1191 1.4175  0.146
H: -0.2281 -3.0509 0.4054  0.089
H: -1.9551 -2.9244 1.1505  0.083
H: -0.3381 -2.5316 2.2139  0.084
H: 1.3371 -0.8220 1.1261  0.138
H: 0.9800 -1.2935 -0.6944  0.136
H: -0.7879 1.8882 -1.4827  0.121

As for the net charge: 0. As for the HOMO-LUMO gap: 9.2 eV. The HOMO energy comes out at -10.638 eV. Its lowest unoccupied orbital energy is -1.417 eV.

Q: Which of them is the least stable? A: entry ii.